Record 1
{"formula": "C6H7NO", "method": "ωB97M-V/def2-TZVPD", "e_above_lowest_kj_mol": 190.90, "homo_lumo_gap_ev": 9.092, "e_lumo_ev": 0.15, "spin_multiplicity": 1, "symbols": ["C", "H", "O", "N", "H", "H", "C", "C", "H", "H", "C", "C", "C", "H", "H"], "xyz": [[0.20201, -0.84375, 1.06722], [1.75252, 1.25915, -0.00448], [-1.08750, 0.71783, -0.23118], [3.99321, -0.10894, -1.88023], [-1.77216, -0.24160, 1.40768], [-2.65264, 1.53119, -1.36829], [-2.45598, 0.83484, -0.51784], [3.11990, 0.02115, -1.09152], [1.85612, -1.86657, 0.23803], [0.26752, -1.60347, 1.88170], [1.42315, -0.86772, 0.30102], [2.04815, 0.22747, -0.16838], [-0.87730, -0.10451, 0.83569], [-3.01819, 1.23315, 0.32615], [-2.79882, -0.18823, -0.79555]], "forces_ev_per_angstrom": [[0.71, -0.77, 0.88], [-0.27, -0.29, 0.04], [1.22, 0.24, 0.51], [-2.75, 0.34, 2.49], [-0.28, -0.10, 0.63], [0.65, -0.62, 0.58], [-1.03, -0.33, -1.14], [3.16, -0.07, -2.39], [0.17, 0.34, -0.53], [-0.86, 0.95, -0.45], [0.17, 0.75, 0.21], [0.02, -0.86, -0.62], [-0.56, -0.21, -0.58], [-0.03, -0.16, 0.22], [-0.31, 0.79, 0.14]], "mulliken_charge": [-0.3548, 0.3604, -0.3080, -0.4368, 0.3829, 0.2301, -0.7212, 0.2500, 0.3184, 0.3124, -0.1113, -0.3168, -0.2504, 0.3101, 0.3351]}

=====

Record 2
{"formula": "C6H7NO", "method": "ωB97M-V/def2-TZVPD", "e_above_lowest_kj_mol": 607.30, "homo_lumo_gap_ev": [8.031, 8.030], "e_lumo_ev": [-1.87, -1.87], "spin_multiplicity": 1, "symbols": ["C", "N", "H", "C", "O", "C", "C", "H", "C", "H", "H", "C", "H", "H", "H"], "xyz": [[-1.17133, 1.41031, -0.82671], [-1.34873, 0.23697, 2.24650], [2.07085, -0.78904, -2.81353], [0.77652, -0.09674, -1.09631], [0.92982, 1.73999, 0.31960], [0.45268, -1.70277, 1.39458], [-0.57150, -0.00748, 1.42528], [0.35250, -2.39873, 0.57503], [1.43459, -0.55998, -1.99757], [-0.92535, 1.94486, -1.74209], [-1.68187, 2.04772, -0.10821], [0.13456, 0.90128, -0.17456], [-1.82377, 0.56310, -1.04523], [-0.07184, -1.99554, 2.29371], [1.44286, -1.29394, 1.54952]], "forces_ev_per_angstrom": [[-0.47, -0.77, 1.30], [-0.36, 0.77, 0.00], [0.02, -0.38, -0.12], [0.48, -0.33, 0.08], [-1.42, -1.74, -0.05], [-1.33, 2.70, 1.06], [1.27, -4.59, 0.41], [-0.45, 0.64, -0.54], [-0.57, 0.64, 0.76], [0.20, -0.06, 0.10], [0.03, 0.19, -0.14], [2.25, 3.19, -2.71], [0.00, 0.09, -0.16], [0.36, -0.33, 0.05], [-0.02, -0.02, -0.05]], "mulliken_charge": [-1.2855, -0.5074, 0.4530, -0.7792, -0.5400, -0.7484, 0.2428, 0.3148, -0.0520, 0.3832, 0.3670, 1.1184, 0.3473, 0.3404, 0.3456]}

=====

Record 3
{"formula": "C6H7NO", "method": "ωB97M-V/def2-TZVPD", "e_above_lowest_kj_mol": 402.34, "homo_lumo_gap_ev": 10.201, "e_lumo_ev": 0.82, "spin_multiplicity": 1, "symbols": ["N", "H", "H", "C", "C", "C", "C", "H", "O", "C", "C", "H", "H", "H", "H"], "xyz": [[-0.99648, 0.50503, -0.68315], [-1.35998, -1.78403, -0.55125], [0.63080, -1.86943, 0.87008], [0.29840, -0.85896, 0.80632], [1.14878, 0.08960, -0.03168], [0.68976, -0.85393, -1.16771], [0.19738, 1.18825, -0.31546], [2.22043, 0.07091, 0.06744], [1.05346, -1.58926, -2.10377], [-0.59524, -0.95533, -0.45516], [-0.97983, 1.37604, 0.57163], [-1.11644, 1.07544, 1.65332], [-1.88362, 2.22269, 0.54009], [0.62262, 1.88478, -1.02808], [0.06996, -0.50181, 1.82737]], "forces_ev_per_angstrom": [[-2.27, -0.85, 1.17], [0.84, 1.39, -0.25], [1.15, -0.64, 0.43], [0.04, -0.87, 0.68], [1.59, -2.19, -0.42], [0.45, -3.93, -3.38], [0.98, 1.98, -0.11], [0.28, 1.08, 0.44], [0.16, 2.82, 2.59], [-2.52, 1.21, 1.63], [-3.62, 1.84, 0.27], [0.86, -0.53, -1.62], [3.07, -1.70, -0.76], [-0.46, 0.61, 0.17], [-0.54, -0.22, -0.83]], "mulliken_charge": [-0.4185, 0.3958, 0.3595, -0.9207, -0.2263, 0.2879, -0.0829, 0.4525, -0.6091, 0.1215, -0.3555, 0.1752, 0.1983, 0.3621, 0.2602]}

=====

Record 4
{"formula": "C6H7NO", "method": "ωB97M-V/def2-TZVPD", "e_above_lowest_kj_mol": 109.97, "homo_lumo_gap_ev": 8.080, "e_lumo_ev": -0.07, "spin_multiplicity": 1, "symbols": ["H", "H", "C", "H", "C", "H", "C", "O", "H", "N", "C", "C", "C", "H", "H"], "xyz": [[-2.25117, -1.13294, 1.03652], [3.05355, 1.62800, 0.06086], [-2.28048, -0.81392, -0.04224], [0.58001, 2.47185, 0.07620], [-0.06138, 0.26670, -0.03724], [0.32985, -1.90719, 0.12162], [2.15508, 1.02035, -0.09187], [3.09168, -1.25523, -0.04045], [-3.32681, -0.43650, -0.18559], [-1.36684, 0.37464, -0.17740], [2.14812, -0.50132, -0.08724], [0.89720, 1.45996, -0.01989], [0.72633, -0.85576, -0.04622], [-1.71154, 1.25342, 0.17098], [-1.98360, -1.57205, -0.73804]], "forces_ev_per_angstrom": [[0.16, -0.27, -1.10], [-0.37, -0.31, -0.41], [-0.29, 2.29, 1.78], [-0.20, 0.60, 0.00], [3.39, -1.01, -0.55], [0.78, 1.50, -0.56], [0.22, 0.67, 0.61], [0.20, 0.40, -0.15], [1.00, -0.52, -0.31], [-2.00, -0.26, 0.35], [-0.88, -0.16, 0.42], [0.07, -0.98, -0.19], [-1.60, -1.59, 0.53], [-0.50, 0.03, -0.17], [0.00, -0.40, -0.23]], "mulliken_charge": [0.3261, 0.4009, -0.8547, 0.3659, 0.8796, 0.2843, -0.4671, -0.5662, 0.2992, -0.2935, 0.0865, -0.6756, -0.3404, 0.2617, 0.2932]}

=====

Record 5
{"formula": "C6H7NO", "method": "ωB97M-V/def2-TZVPD", "e_above_lowest_kj_mol": 687.28, "homo_lumo_gap_ev": [7.301, 8.688], "e_lumo_ev": [-0.51, -0.13], "spin_multiplicity": 1, "symbols": ["C", "H", "C", "H", "C", "H", "H", "C", "O", "C", "H", "H", "H", "N", "C"], "xyz": [[0.06929, 1.25043, -0.41179], [-1.68677, -0.71195, 1.77546], [1.33820, 0.55887, 1.09521], [1.31103, 2.73888, 0.64992], [1.42372, 1.71282, 0.10683], [-0.15264, -1.85013, -1.02813], [-2.19812, -0.46076, -0.00828], [-1.43577, -0.67048, 0.68930], [2.14784, -1.18045, 2.36513], [-0.10098, 0.05824, 0.33538], [-0.74730, 1.94476, -0.50380], [0.35266, -2.05355, 0.79505], [2.33274, 1.71940, -0.43495], [2.04113, -0.03997, 1.91818], [-0.27481, -1.41083, 0.04570]], "forces_ev_per_angstrom": [[0.19, 1.18, -1.18], [0.21, -0.52, -1.17], [-2.94, -0.49, -1.11], [0.32, -1.58, -0.96], [-1.47, 1.47, 2.88], [-0.94, 1.09, 2.01], [-0.99, 0.57, -0.35], [2.21, 0.24, 0.66], [-0.40, 0.20, 0.61], [1.02, -0.92, 1.33], [-0.11, 0.24, -0.47], [-1.20, 1.19, -1.49], [0.69, -0.02, -1.03], [1.44, -0.59, -0.30], [1.98, -2.06, 0.57]], "mulliken_charge": [-0.9383, 0.2193, -0.0310, 0.1959, -0.1963, 0.2243, 0.3093, -0.5884, -0.4734, 0.8992, 0.2339, 0.1780, 0.3140, 0.0905, -0.4370]}

=====

Record 6
{"formula": "C6H7NO", "method": "ωB97M-V/def2-TZVPD", "e_above_lowest_kj_mol": 587.77, "homo_lumo_gap_ev": 8.179, "e_lumo_ev": 0.34, "spin_multiplicity": 1, "symbols": ["C", "H", "C", "C", "H", "N", "H", "C", "H", "H", "O", "H", "C", "H", "C"], "xyz": [[0.86949, -0.99584, -1.20590], [-0.96456, -1.66503, 0.48803], [-0.47634, -0.47819, -1.92031], [1.47299, 0.10226, -0.53895], [1.58251, -1.75273, -1.51266], [0.05438, -1.23918, 0.22601], [2.10378, -0.03989, 0.39013], [-0.02905, 0.18208, 0.25013], [0.93140, 0.64542, 2.27453], [1.60419, 1.09526, -1.15162], [-0.95944, 1.51755, 2.13948], [-0.90190, -1.07892, -2.85005], [-1.04929, 0.11955, -0.82848], [-2.00777, 0.51442, -0.79588], [0.03674, 0.87270, 1.65344]], "forces_ev_per_angstrom": [[-3.70, -2.55, 0.57], [3.19, 0.53, -1.89], [0.05, -1.82, -0.03], [-1.39, 6.03, 2.77], [-0.75, -0.55, -0.65], [1.04, -4.25, 3.40], [-0.05, -0.15, -1.80], [2.38, 0.84, -0.34], [-0.26, 0.20, -0.43], [0.45, -2.07, 1.12], [4.39, -2.45, -1.96], [0.75, 1.97, 2.17], [0.92, 2.17, -3.70], [-1.71, 0.68, 0.21], [-5.30, 1.42, 0.57]], "mulliken_charge": [-0.0674, 0.3406, -0.4499, -0.5330, 0.4554, -0.6900, 0.3923, 0.5384, 0.2932, 0.2945, -0.5035, 0.2778, -0.6585, 0.5122, -0.2021]}

=====

Record 7
{"formula": "C6H7NO", "method": "ωB97M-V/def2-TZVPD", "e_above_lowest_kj_mol": 392.32, "homo_lumo_gap_ev": 9.059, "e_lumo_ev": 0.27, "spin_multiplicity": 1, "symbols": ["N", "C", "C", "H", "C", "H", "C", "H", "H", "H", "C", "C", "H", "O", "H"], "xyz": [[-0.68198, -1.26525, -1.31269], [-0.00174, -0.58609, 1.84543], [-0.05731, -1.03051, -2.47179], [-1.66387, 0.57488, 0.77523], [-0.55998, 0.32998, 0.74531], [1.08850, -0.41075, 1.90768], [0.38404, 1.59121, 0.46554], [-0.09478, 2.51378, 0.13607], [-0.03650, -1.73403, -3.27009], [-0.08701, -1.66512, 1.50850], [0.50913, 0.57695, -1.25643], [-0.28883, -0.23863, -0.57643], [-0.50764, -0.30250, 2.85170], [0.75674, 0.00391, -2.50628], [1.24122, 1.64214, 1.15827]], "forces_ev_per_angstrom": [[-0.13, -1.68, -2.94], [-0.65, 0.13, 0.88], [-1.09, -2.18, 2.04], [1.21, -0.07, 0.61], [0.05, 0.85, -0.14], [-0.48, -0.02, 0.19], [-0.74, -1.69, -1.89], [0.25, -0.12, 0.43], [-0.04, -0.05, -0.64], [-0.40, 1.19, 0.90], [1.07, 1.59, 2.65], [0.12, 1.15, -0.52], [1.01, -1.05, -1.54], [0.01, 1.75, 0.84], [-0.20, 0.20, -0.88]], "mulliken_charge": [-0.6298, -1.1848, -0.0811, 0.3467, 0.5300, 0.3565, -0.6831, 0.2955, 0.4123, 0.3035, -0.1179, 0.1755, 0.2781, -0.2807, 0.2794]}